Entry 1:
47
Properties=species:S:1:pos:R:3:forces:R:3:lowdin_charge:R:1 method="wB97M-V/def2-TZVPD" orbital_gap_ev=9.22 homo_ha=-0.46707 total_charge=+1 lumo_ha=-0.128
C 2.176755 1.945678 3.173330 -0.68 -0.23 -0.05 0.123
C 2.573194 0.929860 2.677658 0.08 0.03 -0.48 -0.142
C 3.036182 -0.256830 1.957845 0.05 0.05 0.24 -0.192
C 1.914371 -1.280789 1.734958 0.36 -0.13 0.03 -0.185
C 0.839941 -0.717199 0.784300 0.66 -0.60 0.54 -0.110
C -0.613843 -1.210785 0.968184 0.35 1.13 -1.36 -0.181
C -1.612100 -0.062138 0.692351 -0.47 0.04 0.49 -0.142
N -2.236954 0.505063 1.925135 1.35 0.48 -0.89 -0.139
P -2.863945 2.078803 1.699114 -2.45 0.18 0.95 0.380
O -4.112571 2.193569 2.418829 -0.37 0.00 0.54 -0.219
O -1.840296 3.175076 2.283894 0.64 -0.74 -1.00 -0.090
O -3.106440 2.291076 0.137641 1.30 -0.02 0.35 -0.073
C -1.261995 0.460863 3.023036 0.06 -0.60 -0.39 -0.207
C -1.203328 -1.005278 3.415376 -0.34 0.82 1.25 -0.575
Cl -0.145200 -1.322001 4.794024 0.17 -0.12 -0.37 0.762
N -0.886948 -1.898685 2.252315 -0.70 -0.03 0.21 0.003
F -2.031028 -2.658382 2.039871 0.15 -0.20 -0.02 0.096
H 1.592189 2.737922 3.568783 0.34 0.35 0.28 0.038
H 3.852807 -0.692879 2.530842 0.06 -0.20 -0.10 0.126
H 3.432152 0.032103 0.983982 0.14 0.12 0.01 0.129
H 2.383690 -2.167934 1.309026 -0.12 -0.12 -0.04 0.123
H 1.551654 -1.576686 2.722301 -0.13 0.14 -0.01 0.064
H 0.918910 0.366531 0.798639 -0.39 0.10 0.24 0.108
H 1.135158 -1.004427 -0.224071 -0.12 0.04 -0.11 0.131
H -0.803368 -1.943661 0.188397 -0.02 -0.41 0.29 0.159
H -1.082270 0.725492 0.167443 0.32 -0.20 -0.21 0.081
H -2.371087 -0.407000 -0.002029 -0.25 0.02 0.18 0.121
H -0.957178 3.123414 1.888441 0.08 0.27 0.14 0.083
H -2.441092 2.869700 -0.260881 -0.18 -0.07 -0.38 0.094
H -0.274633 0.834266 2.732390 0.07 0.04 0.20 0.097
H -1.610126 0.996683 3.901417 -0.09 0.11 -0.02 0.140
H -2.203813 -1.260519 3.747134 -0.08 -0.36 -0.26 0.134
H -0.175368 -2.585496 2.530009 0.11 0.06 -0.18 0.181
C 1.799575 -0.444487 -5.919743 -0.01 0.00 0.01 -0.051
C 1.840709 0.714944 -5.155545 -0.01 -0.11 -0.05 -0.053
C 0.964316 0.878745 -4.096923 0.09 0.22 0.08 -0.002
C 0.057591 -0.130197 -3.816617 0.15 0.00 -0.20 -0.153
C -0.001285 -1.289123 -4.572535 -0.11 -0.24 -0.02 0.002
C 0.877608 -1.442490 -5.630800 0.09 0.10 0.00 -0.051
N -0.857621 0.027366 -2.685150 0.01 0.01 -0.13 -0.327
O -0.802481 1.060368 -2.039023 0.10 0.12 -0.05 0.050
O -1.621151 -0.884613 -2.433409 0.03 -0.08 0.15 0.082
H 2.488838 -0.570638 -6.743932 -0.01 0.01 -0.01 0.115
H 2.557719 1.490634 -5.385071 -0.02 0.02 0.01 0.114
H 0.994702 1.780783 -3.503907 -0.10 -0.04 0.06 0.118
H -0.717763 -2.065239 -4.346906 -0.05 0.08 0.08 0.121
H 0.845820 -2.341455 -6.230122 -0.03 -0.01 0.01 0.115

Entry 2:
5
Properties=species:S:1:pos:R:3:forces:R:3:lowdin_charge:R:1 method="wB97M-V/def2-TZVPD" e_above_lowest_ev=4.591 orbital_gap_ev="8.15 / 6.25" homo_ha="-0.33250 / -0.29649" total_charge=0 lumo_ha="-0.033 / -0.067"
B -1.252355 0.408890 0.020896 1.82 -0.09 0.04 0.305
S 2.225316 -0.005030 0.031456 -0.95 0.35 0.02 0.180
H -1.658052 -0.646881 0.179912 -0.52 -0.67 0.06 -0.069
H -1.344808 1.549257 -0.053857 -0.30 0.64 -0.08 -0.066
H 2.029901 -1.306238 -0.178406 -0.05 -0.23 -0.03 -0.350

Entry 3:
69
Properties=species:S:1:pos:R:3:forces:R:3:lowdin_charge:R:1 method="wB97M-V/def2-TZVPD" orbital_gap_ev=5.60 homo_ha=-0.39300 total_charge=+1 lumo_ha=-0.187
N -4.515323 -0.292770 -0.923438 -0.39 1.69 -1.22 0.049
C -4.943738 0.168428 -2.333015 -0.94 -0.55 1.43 -0.583
N -6.117445 1.095465 -2.130169 1.45 0.56 -0.50 0.031
N -5.472394 -1.054858 -3.100008 1.37 1.63 0.44 0.047
C -3.617402 0.832884 -3.014701 1.04 -0.04 -1.35 -0.044
C -3.783393 2.348258 -3.593983 -0.11 6.33 -2.46 -0.032
N -4.565307 3.562521 -3.157094 2.45 -0.37 -3.21 0.124
C -4.339096 4.749522 -4.067965 2.05 -6.78 0.67 -0.331
N -4.873125 6.012087 -3.969155 0.72 -0.42 -0.19 0.079
N -3.357869 4.229706 -5.095277 -2.78 0.62 3.55 -0.461
I -2.773109 5.543723 -6.571248 0.16 -0.77 0.14 1.011
N -3.034458 2.910350 -4.820536 -1.75 -2.21 2.01 -0.117
C -2.043076 2.113733 -5.644092 1.66 0.73 -1.26 -0.143
C -0.536591 2.548788 -5.136502 -0.33 -0.11 0.53 -0.216
C -0.301023 2.437610 -3.517767 1.26 1.40 -0.28 -0.515
Cl 0.130710 0.683975 -2.959344 -0.83 1.86 -0.68 0.489
H -3.908328 0.478064 -0.523871 -0.99 -1.27 -0.50 0.072
H -5.392181 -0.307166 -0.350317 0.99 -0.10 -0.74 0.091
H -5.846116 1.872064 -1.461992 -0.33 -1.17 -1.29 0.089
H -6.409360 1.535030 -3.030585 0.24 -0.42 1.04 0.071
H -4.852243 -1.882448 -2.953291 -0.58 1.17 -0.32 0.088
H -5.590579 -0.814894 -4.110974 0.25 -0.54 1.24 0.078
H -3.336531 0.142534 -3.947471 -0.53 1.71 1.96 0.126
H -2.670443 0.766133 -2.298801 -2.02 0.42 -1.47 0.101
H -5.763201 6.260889 -4.455131 1.34 -0.35 0.83 0.136
H -4.372834 6.696994 -3.354771 -1.03 -0.95 -0.96 0.138
H -2.105677 2.446375 -6.786513 -0.15 -0.65 2.52 0.123
H -2.215995 0.956598 -5.632324 0.00 2.43 0.48 0.138
H -0.407637 3.696783 -5.416014 -0.08 -2.49 0.51 0.095
H 0.252861 1.870017 -5.674033 -1.50 1.51 0.96 0.129
H -1.151426 2.915308 -2.860746 1.53 -1.35 -1.35 0.086
H 0.679995 3.073318 -3.276168 -2.20 -1.54 -0.53 0.103
O 0.553445 -1.688607 2.714938 0.22 0.53 -0.30 -0.295
Si 1.638686 -2.094927 3.939831 0.22 0.04 0.13 0.392
C 1.804736 -0.661652 5.150233 -0.10 -0.02 -0.42 -0.165
C 3.329935 -2.464449 3.197795 -0.25 0.21 0.01 -0.158
C 1.106000 -3.604725 4.920276 -0.26 0.20 -0.38 -0.165
Si 0.443956 -0.498344 1.525926 0.40 -0.16 0.50 0.387
C -1.098720 -0.660101 0.466951 0.04 -0.10 0.26 -0.180
C 1.936931 -0.601324 0.382357 -0.18 -0.06 0.24 -0.165
C 0.408372 1.206880 2.332590 -0.02 -0.43 -0.04 -0.164
H 2.273175 0.201323 4.664250 -0.06 -0.04 0.12 0.020
H 2.425282 -0.946587 6.002883 -0.03 -0.03 -0.04 0.036
H 0.821756 -0.356814 5.519806 0.08 0.03 0.03 0.035
H 3.247547 -3.223372 2.418611 0.05 -0.03 -0.06 0.035
H 4.016046 -2.833580 3.966552 -0.09 0.02 0.00 0.022
H 3.765875 -1.561704 2.759767 0.03 -0.08 -0.02 0.021
H 1.025025 -4.484057 4.275649 -0.04 0.01 0.08 0.031
H 0.141616 -3.437580 5.407549 0.03 -0.08 -0.03 0.031
H 1.845527 -3.821589 5.698051 -0.02 0.10 -0.13 0.039
H -1.118227 -1.615688 -0.059191 -0.11 -0.01 0.00 0.038
H -1.118616 0.140447 -0.284949 0.13 -0.09 0.14 -0.013
H -2.002743 -0.572004 1.073479 -0.02 -0.11 -0.03 0.028
H 2.855203 -0.350480 0.920478 -0.03 -0.05 -0.08 0.023
H 1.831593 0.097574 -0.452107 0.00 -0.02 0.03 0.001
H 2.038349 -1.611897 -0.023896 0.05 0.07 0.00 0.039
H 1.357374 1.416504 2.830159 -0.07 0.05 0.02 0.021
H -0.393894 1.258410 3.074246 0.08 0.06 -0.02 0.036
H 0.237366 1.980781 1.581398 0.00 0.02 -0.01 0.025
C 7.990785 -2.641533 4.704601 -0.15 0.20 0.44 -0.028
C 6.971440 -3.748344 4.661112 -1.11 -0.19 1.20 -0.500
O 6.137784 -3.884321 5.555133 1.03 0.20 -1.17 0.041
C 7.011511 -4.682443 3.481288 -0.39 -0.29 0.14 -0.030
H 7.842055 -2.046834 5.612144 0.01 -0.16 -0.20 0.085
H 8.998140 -3.064782 4.724979 -0.03 0.09 -0.21 0.087
H 7.869106 -1.989989 3.835585 0.19 -0.12 -0.04 0.085
H 7.975266 -5.196674 3.447152 0.00 0.15 -0.17 0.086
H 6.846191 -4.121810 2.557816 0.22 -0.05 0.00 0.084
H 6.218462 -5.430731 3.583850 0.17 0.18 0.00 0.085

Entry 4:
13
Properties=species:S:1:pos:R:3:forces:R:3:lowdin_charge:R:1 method="wB97M-V/def2-TZVPD" e_above_lowest_ev=0.731 smiles="NP(N)(=S)OC(Cl)Cl" orbital_gap_ev=9.94 homo_ha=-0.34542 total_charge=0 lumo_ha=0.020
N -0.030493 0.749960 1.925678 -1.83 -1.31 -0.18 -0.082
P -0.406493 -0.214391 0.572854 -0.11 0.29 -1.02 0.201
N -1.863824 0.459047 0.093562 0.38 -0.15 0.35 -0.131
S -0.256967 -2.123855 0.442367 -0.67 -0.13 0.89 0.303
O 0.863495 0.386796 -0.471604 -2.51 0.93 3.15 -0.441
C 1.302548 -0.433953 -1.426504 -0.94 -1.12 -0.54 -1.294
Cl 0.017952 -0.481234 -2.764810 0.47 -0.46 0.28 0.493
Cl 2.681029 0.338359 -2.055670 1.69 0.17 -0.79 0.677
H -0.112408 0.375088 2.885331 -0.32 -0.02 -1.10 0.083
H 0.883012 1.011820 1.781257 2.75 1.05 -0.08 0.001
H -2.707873 -0.097448 -0.250818 2.05 1.48 0.60 0.104
H -1.835383 1.492808 0.269985 -0.94 -1.58 -0.45 0.076
H 1.465405 -1.462996 -1.001628 -0.03 0.87 -1.11 0.011

Entry 5:
10
Properties=species:S:1:pos:R:3:forces:R:3:lowdin_charge:R:1 method="wB97M-V/def2-TZVPD" e_above_lowest_ev=4.112 smiles="O=C1CO[C@@H]2ON12" orbital_gap_ev=10.74 homo_ha=-0.37354 total_charge=0 lumo_ha=0.021
O 2.567241 0.914328 -0.095741 0.30 0.03 -0.08 0.140
C 1.612311 0.203826 -0.044122 -1.31 0.46 0.49 -0.431
C 0.170540 0.672511 0.253217 0.50 0.52 0.44 -0.052
O -0.684773 -0.274226 -0.366031 -0.65 -0.09 0.23 0.004
C -0.054925 -1.443902 -0.412277 3.07 0.38 -0.47 -0.253
O 0.723296 -1.846337 0.608321 -1.22 0.03 1.24 0.016
N 1.607374 -1.169252 -0.336653 -0.63 -1.11 -1.75 0.125
H 0.030351 0.706790 1.340777 -0.05 -0.07 -0.18 0.142
H -0.040613 1.655041 -0.164793 0.04 -0.11 -0.02 0.140
H -0.414574 -2.154069 -1.143940 -0.04 -0.05 0.09 0.169

no.,E_tot (eV),maximum force (eV/Å)
1,-55121.1125,2.6
2,-11555.3303,1.8
3,-68136.9338,7.1
4,-51316.3739,4.1
5,-10788.5881,3.1